Model 1:
ORCA calculation (wB97M-V/def2-TZVPD) on a gas-phase ion, C3H6N3O (charge +1).

Results
- Lowest unoccupied orbital energy (alpha / beta): -6.079 / -6.084 eV
- SMILES: C=N/[NH+]=C(/C)N=O
- Charge: +1

Each atom is followed by the atoms it is bonded to, with distances in Å.
CARTESIAN COORDINATES (ANGSTROEM)
1 C -1.799 2.061 -1.161  N2 1.263, H8 1.096, H9 1.056
2 N -1.563 1.320 -0.166  C1 1.263, N3 1.671
3 N -0.261 0.273 -0.177  N2 1.671, C4 1.323, H10 1.012
4 C -0.156 -0.447 0.928  N3 1.323, C5 1.479, N6 1.273
5 C 0.911 -1.464 1.058  C4 1.479, H11 1.137, H12 1.085, H13 1.048
6 N -1.149 -0.707 1.681  C4 1.273, O7 1.130
7 O -1.622 -0.858 2.696  N6 1.130
8 H -2.706 2.667 -1.054  C1 1.096
9 H -1.248 2.312 -2.027  C1 1.056
10 H 0.551 0.053 -0.737  N3 1.012
11 H 1.788 -1.065 1.661  C5 1.137
12 H 0.592 -2.376 1.552  C5 1.085
13 H 1.183 -1.844 0.120  C5 1.048

Löwdin population analysis, charges in e, atoms 1 to 5: 0.03, 0.12, 0.11, -0.35, 0.05

=====

Model 2:
ORCA calculation (wB97M-V/def2-TZVPD) on a gas-phase ion, C3H6N3O (charge +1).

Results
- Lowest unoccupied orbital energy (alpha / beta): -5.100 / -5.100 eV
- SMILES: Cc1c[nH][nH][n+]1=O
- Charge: +1

Each atom is followed by the atoms it is bonded to, with distances in Å.
CARTESIAN COORDINATES (ANGSTROEM)
1 C -1.234 1.176 0.073  C2 1.492, H8 1.066, H9 1.070, H10 1.091
2 C -0.080 0.234 -0.020  C1 1.492, C3 1.375, N6 1.398
3 C 0.111 -1.128 -0.005  C2 1.375, N4 1.326, H11 1.049
4 N 1.416 -1.367 0.000  C3 1.326, N5 1.309, H12 1.005
5 N 2.042 -0.222 0.098  N4 1.309, N6 1.341, H13 0.971
6 N 1.195 0.806 -0.054  C2 1.398, N5 1.341, O7 1.212
7 O 1.487 1.982 -0.037  N6 1.212
8 H -0.848 2.167 0.007  C1 1.066
9 H -1.627 0.886 1.025  C1 1.070
10 H -1.824 1.274 -0.839  C1 1.091
11 H -0.688 -1.806 0.008  C3 1.049
12 H 1.925 -2.187 0.279  N4 1.005
13 H 2.940 -0.271 -0.269  N5 0.971

Löwdin population analysis, charges in e, atoms 1 to 5: 0.03, -0.14, 0.07, 0.10, 0.15

=====

It is model 1 that is the least stable of them.

=====

Model 1:
ORCA calculation (wB97M-V/def2-TZVPD) on 2 unconnected molecules or ions with the total composition CH4INO2.

Results
- Lowest unoccupied orbital energy: 0.452 eV
- SMILES: [NH3+][O-].O=CI

Each atom is followed by the atoms it is bonded to, with distances in Å.
CARTESIAN COORDINATES (ANGSTROEM)
1 N -0.408 0.355 1.207  O2 1.350, H3 1.035, H4 1.035, H5 1.079
2 O -0.960 0.744 0.038  N1 1.350
3 H -0.129 1.163 1.790  N1 1.035
4 H -1.044 -0.261 1.743  N1 1.035
5 H 0.481 -0.206 0.960  N1 1.079
6 O 1.328 -0.643 -0.347  C7 1.203
7 C 0.671 -0.273 -1.285  O6 1.203, I8 2.136, H9 1.086
8 I -0.744 -1.533 -2.272  C7 2.136
9 H 0.804 0.655 -1.834  C7 1.086

Löwdin population analysis, charges in e, atoms 1 to 5: -0.05, -0.32, 0.16, 0.16, 0.11

=====

Model 2:
ORCA calculation (wB97M-V/def2-TZVPD) on 2 unconnected molecules or ions with the total composition CH4INO2.

Results
- Lowest unoccupied orbital energy: 0.072 eV
- SMILES: [NH3+][O-].O=CI

Each atom is followed by the atoms it is bonded to, with distances in Å.
CARTESIAN COORDINATES (ANGSTROEM)
1 N -1.737 0.372 0.951  O2 1.325, H3 0.989, H4 1.030, H5 1.039
2 O -0.442 0.651 0.958  N1 1.325
3 H -1.799 -0.599 1.131  N1 0.989
4 H -2.076 1.037 1.661  N1 1.030
5 H -2.327 0.635 0.137  N1 1.039
6 O 3.352 -1.046 -1.322  C7 1.183
7 C 2.340 -0.454 -1.166  O6 1.183, I8 2.084, H9 1.058
8 I 0.397 -1.181 -1.375  C7 2.084
9 H 2.291 0.585 -0.975  C7 1.058

Löwdin population analysis, charges in e, atoms 1 to 5: -0.11, -0.41, 0.11, 0.15, 0.14

=====

It is model 2 that is the least stable of them.

=====

Model 1:
ORCA calculation (wB97M-V/def2-TZVPD) on 2 unconnected molecules or ions with the total composition C3H6N4.

Results
- Lowest unoccupied orbital energy: -0.224 eV
- SMILES: [H]/N=N/C=N/N.C#C

Each atom is followed by the atoms it is bonded to, with distances in Å.
CARTESIAN COORDINATES (ANGSTROEM)
1 H -1.843 -1.800 -1.265  N2 1.047
2 N -2.042 -0.917 -0.740  H1 1.047, N3 1.295
3 N -1.102 -0.853 0.149  N2 1.295, C4 1.318
4 C -0.616 0.266 0.647  N3 1.318, N5 1.265, H7 1.120
5 N -0.791 1.424 0.171  C4 1.265, N6 1.337
6 N 0.069 2.438 0.317  N5 1.337, H8 1.031, H9 1.019
7 H 0.169 0.111 1.430  C4 1.120
8 H 0.861 2.537 0.969  N6 1.031
9 H -0.098 3.240 -0.289  N6 1.019
10 C 1.728 -1.203 -0.650  C11 1.208, H12 1.051
11 C 1.158 -1.986 0.072  C10 1.208, H13 1.107
12 H 2.041 -0.660 -1.494  C10 1.051
13 H 0.465 -2.597 0.682  C11 1.107

Löwdin population analysis, charges in e, atoms 1 to 5: 0.05, 0.09, -0.12, -0.35, 0.00

=====

Model 2:
ORCA calculation (wB97M-V/def2-TZVPD) on a single C3H6N4 molecule.

Results
- Lowest unoccupied orbital energy: 1.028 eV
- SMILES: NNn1cccn1

Each atom is followed by the atoms it is bonded to, with distances in Å.
CARTESIAN COORDINATES (ANGSTROEM)
1 N 2.303 0.001 0.446  N2 1.467, H8 1.056, H9 1.101
2 N 1.578 0.095 -0.826  N1 1.467, N3 1.391, H10 1.046
3 N 0.216 0.175 -0.553  N2 1.391, C4 1.435, N7 1.376
4 C -0.582 -0.984 -0.270  N3 1.435, C5 1.365, H11 1.073
5 C -1.816 -0.511 0.071  C4 1.365, C6 1.435, H12 1.137
6 C -1.709 0.919 0.015  C5 1.435, N7 1.319, H13 1.108
7 N -0.496 1.326 -0.306  N3 1.376, C6 1.319
8 H 1.674 0.498 1.133  N1 1.056
9 H 2.178 -1.043 0.772  N1 1.101
10 H 1.859 1.020 -1.225  N2 1.046
11 H -0.120 -1.950 -0.331  C4 1.073
12 H -2.547 -1.109 0.702  C5 1.137
13 H -2.538 1.562 0.372  C6 1.108

Löwdin population analysis, charges in e, atoms 1 to 5: -0.02, -0.08, -0.23, -0.06, -0.11

=====

Model 3:
ORCA calculation (wB97M-V/def2-TZVPD) on 2 unconnected molecules or ions with the total composition C3H6N4.

Results
- Lowest unoccupied orbital energy: 0.489 eV
- SMILES: N#CNN.CC#N

Each atom is followed by the atoms it is bonded to, with distances in Å.
CARTESIAN COORDINATES (ANGSTROEM)
1 N 3.744 0.971 -0.977  C2 1.152
2 C 2.852 0.668 -0.314  N1 1.152, N3 1.325
3 N 1.700 0.499 0.319  C2 1.325, N4 1.418, H5 1.012
4 N 0.726 -0.389 -0.203  N3 1.418, H6 1.018, H7 1.135
5 H 1.708 0.534 1.330  N3 1.012
6 H 0.660 -0.253 -1.209  N4 1.018
7 H 0.678 -1.486 0.083  N4 1.135
8 C -2.202 0.353 0.089  C9 1.444, H11 1.089, H12 1.090, H13 1.090
9 C -1.648 -0.969 0.262  C8 1.444, N10 1.161
10 N -1.224 -2.025 0.494  C9 1.161
11 H -3.153 0.445 0.612  C8 1.089
12 H -1.504 1.089 0.488  C8 1.090
13 H -2.339 0.563 -0.972  C8 1.090

Löwdin population analysis, charges in e, atoms 1 to 5: 0.13, -0.35, -0.08, -0.04, 0.14

=====

Model 4:
ORCA calculation (wB97M-V/def2-TZVPD) on a single C3H6N4 molecule.

Results
- Lowest unoccupied orbital energy: 0.625 eV
- SMILES: [H]/N=C\N=C/N/C=N\[H]

Each atom is followed by the atoms it is bonded to, with distances in Å.
CARTESIAN COORDINATES (ANGSTROEM)
1 H 0.527 -1.957 -2.004  N2 1.133
2 N -0.155 -2.576 -1.342  H1 1.133, C3 1.327
3 C 0.170 -2.093 -0.149  N2 1.327, N4 1.343, H10 1.132
4 N 1.013 -1.117 0.225  C3 1.343, C5 1.248
5 C 0.429 -0.014 0.259  N4 1.248, N6 1.330, H11 0.996
6 N -0.712 0.562 -0.108  C5 1.330, C7 1.568, H12 1.093
7 C -0.677 2.059 0.361  N6 1.568, N8 1.233, H13 1.131
8 N 0.246 2.688 0.881  C7 1.233, H9 1.110
9 H 1.245 2.226 1.030  N8 1.110
10 H -0.276 -2.732 0.673  C3 1.132
11 H 1.168 0.479 0.707  C5 0.996
12 H -1.203 0.175 -1.004  N6 1.093
13 H -1.776 2.301 0.471  C7 1.131

Löwdin population analysis, charges in e, atoms 1 to 5: 0.09, 0.04, -0.39, 0.07, -0.34

=====

It is model 1 that is the least stable of them.